1.
Density functional theory data (the ωB97M-V functional and the def2-TZVPD basis) for one molecule with the formula C2H3NO2.

Geometry as XYZ:
```
8
Properties=species:S:1:pos:R:3:forces:R:3
C 0.238 0.838 0.007 0.0 -1.0 0.0
C 0.806 -0.499 -0.001 1.3 0.3 0.1
N -1.015 1.056 0.008 1.2 2.6 -0.1
O -1.277 -1.228 0.008 -1.8 2.0 -0.1
O -1.840 0.044 -0.016 -0.6 -4.1 0.1
H 0.866 1.715 -0.003 -0.1 0.3 0.1
H 1.132 -0.945 -0.927 0.0 -0.1 -0.1
H 1.090 -0.980 0.925 -0.1 0.0 0.0
```
Positions in Å, forces in eV/Å.

Properties
Relative energy (zero: lowest compared OMol25 entry of this formula, charge and spin): 122.32 kcal/mol
Net charge: 0
LUMO energy (alpha / beta): 1.1 / -1.9 eV
Multiplicity: 3
Expectation value of S²: 2.0125
E_HOMO (alpha / beta): -7.9454 / -11.3309 eV

***

2.
Density functional theory data (the ωB97M-V functional and the def2-TZVPD basis) for C2H3NO2 as an isolated structure.

Geometry as XYZ:
```
8
Properties=species:S:1:pos:R:3:forces:R:3
C -0.178 -0.333 0.471 -1.7 -1.2 -1.4
C -0.362 -0.314 -0.982 -0.9 -1.7 -1.4
N 0.645 0.789 0.308 2.0 1.6 2.4
O 0.372 -1.361 -0.267 1.0 -0.2 0.8
O 0.405 0.843 -1.054 -0.1 0.6 -1.6
H -0.580 -0.472 2.605 -0.1 0.0 1.1
H -0.768 -0.827 -1.891 -0.1 1.3 0.9
H 0.468 1.675 0.810 -0.2 -0.6 -0.7
```
Positions in Å, forces in eV/Å.

Properties
Relative energy (zero: lowest compared OMol25 entry of this formula, charge and spin): 174.50 kcal/mol
Net charge: 0
LUMO energy (alpha / beta): 1.0 / -2.2 eV
Multiplicity: 3
Expectation value of S²: 2.0047
E_HOMO (alpha / beta): -8.6234 / -10.1914 eV

***

3.
Density functional theory data (the ωB97M-V functional and the def2-TZVPD basis) for one molecule with the formula C2H3NO2S.

Geometry as XYZ:
```
9
Properties=species:S:1:pos:R:3:forces:R:3
O -2.433 0.250 -0.728 0.2 0.1 0.4
C -1.915 -0.548 0.002 -0.8 -1.1 -0.8
N -0.791 -0.394 0.764 1.7 0.4 0.2
O -0.138 0.841 0.514 -1.9 0.3 0.4
C 1.030 0.867 -0.042 2.4 -0.6 -0.1
S 2.030 -0.443 -0.259 -0.9 1.2 -0.1
H -2.304 -1.590 0.148 0.1 0.5 0.1
H -0.088 -1.158 0.787 -0.5 0.5 -0.1
H 1.320 1.949 -0.186 -0.3 -1.3 0.0
```
Positions in Å, forces in eV/Å.

Properties
Relative energy (zero: lowest compared OMol25 entry of this formula, charge and spin): 66.78 kcal/mol
Net charge: 0
LUMO energy: -0.1 eV
Multiplicity: 1
Structure (SMILES): O=CNOC=S
E_HOMO: -9.6658 eV

***

4.
Density functional theory data (the ωB97M-V functional and the def2-TZVPD basis) for one molecule with the formula C2H3NO2S.

Geometry as XYZ:
```
9
Properties=species:S:1:pos:R:3:forces:R:3
O 0.396 -0.358 1.758 0.1 0.1 0.1
N 0.116 0.886 1.267 -0.1 0.5 0.2
C -0.169 0.955 0.034 0.2 -1.2 -0.4
C -0.186 -0.174 -0.979 0.5 1.6 -0.1
O 0.206 -1.375 -0.563 -1.3 -0.8 -1.5
S -0.500 0.255 -2.533 -0.2 -0.6 0.4
H 0.580 -0.147 2.679 0.0 -0.2 0.1
H -0.392 1.948 -0.338 0.0 -0.2 0.0
H -0.051 -1.991 -1.325 0.8 0.9 1.2
```
Positions in Å, forces in eV/Å.

Properties
Relative energy (zero: lowest compared OMol25 entry of this formula, charge and spin): 65.86 kcal/mol
Net charge: 0
LUMO energy: -0.5 eV
Multiplicity: 1
Structure (SMILES): O/N=C\C(O)=S
E_HOMO: -9.2656 eV

***

5.
Density functional theory data (the ωB97M-V functional and the def2-TZVPD basis) for one molecule with the formula C2H3NO2S.

Geometry as XYZ:
```
9
Properties=species:S:1:pos:R:3:forces:R:3
C 2.226 0.280 0.544 -2.2 -0.8 0.4
C -0.230 -0.391 -0.022 -0.9 1.4 1.3
N 0.878 0.339 0.032 -0.2 2.4 -0.9
O 4.715 -0.611 0.428 -0.8 0.0 -0.7
O 3.035 1.266 -0.042 -0.3 0.9 -0.3
S 3.561 -0.256 -0.401 1.9 -1.0 0.3
H -0.221 -1.351 0.362 1.0 -2.1 0.3
H -1.317 -0.076 0.178 2.0 0.8 -1.2
H 0.813 1.357 -0.301 -0.5 -1.7 0.7
```
Positions in Å, forces in eV/Å.

Properties
Relative energy (zero: lowest compared OMol25 entry of this formula, charge and spin): 134.69 kcal/mol
Net charge: 0
LUMO energy (alpha / beta): -0.6 / -1.0 eV
Multiplicity: 1
E_HOMO (alpha / beta): -8.5596 / -8.2813 eV

***

6.
Density functional theory data (the ωB97M-V functional and the def2-TZVPD basis) for one molecule with the formula C2H3NO2S.

Geometry as XYZ:
```
9
Properties=species:S:1:pos:R:3:forces:R:3
H -2.982 -0.376 -0.278 0.2 -0.2 0.1
N -2.165 0.225 -0.193 -0.4 0.5 0.0
C -1.094 -0.345 0.064 3.8 1.6 0.3
C 0.296 0.633 0.223 -2.3 -2.8 -1.1
S 1.772 0.031 -0.083 -0.7 0.6 1.6
O 2.882 0.933 0.043 -0.2 -0.2 -0.5
O 1.980 -1.388 -0.032 -0.3 0.2 -0.4
H -0.832 -1.394 0.192 -0.3 -0.1 0.0
H 0.143 1.682 0.064 0.2 0.4 0.1
```
Positions in Å, forces in eV/Å.

Properties
Relative energy (zero: lowest compared OMol25 entry of this formula, charge and spin): 87.56 kcal/mol
Net charge: 0
LUMO energy: -0.8 eV
Multiplicity: 1
Structure (SMILES): [H]/N=C/C=S(=O)=O
E_HOMO: -10.0864 eV

***

7.
Density functional theory data (the ωB97M-V functional and the def2-TZVPD basis) for one molecule with the formula C2H3NO2S.

Geometry as XYZ:
```
9
Properties=species:S:1:pos:R:3:forces:R:3
O 2.079 1.777 -0.257 0.0 0.3 -0.2
C 1.551 0.753 0.026 0.0 -2.7 1.0
C 0.051 0.468 -0.149 -2.5 -1.7 0.7
S -1.106 1.635 -0.353 1.6 -1.9 0.2
N -0.577 -1.152 0.321 2.9 6.5 1.2
O -1.874 -1.172 0.085 -2.2 -0.3 -0.7
H 2.130 -0.164 0.481 -0.8 1.4 -0.7
H -0.131 -1.913 -0.074 1.2 -1.7 -1.6
H -2.124 -0.232 -0.081 -0.2 0.0 0.0
```
Positions in Å, forces in eV/Å.

Properties
Relative energy (zero: lowest compared OMol25 entry of this formula, charge and spin): 117.15 kcal/mol
Net charge: 0
LUMO energy (alpha / beta): -1.8 / -1.8 eV
Multiplicity: 1
Structure (SMILES): O=CC(=S)NO
E_HOMO (alpha / beta): -8.9704 / -8.9728 eV

***

8.
Density functional theory data (the ωB97M-V functional and the def2-TZVPD basis) for a 2-piece molecular cluster, C2H3NO2S overall.

Geometry as XYZ:
```
9
Properties=species:S:1:pos:R:3:forces:R:3
C -0.689 0.715 -0.055 -0.9 1.4 -2.6
C -0.248 0.395 1.262 -0.8 -3.1 1.0
N 1.260 0.175 -1.337 -3.4 -1.6 1.4
O -1.507 1.300 -0.637 1.5 -1.3 0.7
O 1.044 -2.065 -2.479 0.1 -0.9 -0.4
S 0.526 -1.186 -1.463 1.5 2.6 0.0
H -0.069 -0.704 1.354 0.6 0.8 -0.7
H -0.975 0.453 2.076 -0.1 1.3 -0.3
H 0.658 0.916 1.278 1.6 0.7 0.9
```
Positions in Å, forces in eV/Å.

Properties
Relative energy (zero: lowest compared OMol25 entry of this formula, charge and spin): 101.31 kcal/mol
Net charge: 0
LUMO energy (alpha / beta): -0.8 / -0.8 eV
Multiplicity: 1
E_HOMO (alpha / beta): -9.3833 / -9.3785 eV

***

9.
Density functional theory data (the ωB97M-V functional and the def2-TZVPD basis) for a 2-piece molecular cluster, C2H3NO2S overall.

Geometry as XYZ:
```
9
Properties=species:S:1:pos:R:3:forces:R:3
C 2.776 0.683 0.323 5.3 2.1 1.0
C 1.754 0.400 -0.180 -5.4 -2.2 -1.4
N -1.690 0.450 -0.015 -0.1 -2.1 0.4
O -1.088 -1.870 0.922 -0.1 1.0 0.2
O -0.842 -1.585 -1.509 -0.1 1.1 0.7
S -0.828 -1.000 -0.188 0.8 1.3 -1.1
H 3.786 1.142 0.354 -1.3 -0.7 0.4
H -2.296 0.456 0.795 0.2 0.0 0.0
H -1.572 1.325 -0.503 0.6 -0.4 -0.4
```
Positions in Å, forces in eV/Å.

Properties
Relative energy (zero: lowest compared OMol25 entry of this formula, charge and spin): 177.75 kcal/mol
Net charge: 0
LUMO energy (alpha / beta): -2.3 / -2.7 eV
Multiplicity: 1
E_HOMO (alpha / beta): -10.7688 / -10.0331 eV

***

10.
Density functional theory data (the ωB97M-V functional and the def2-TZVPD basis) for C2H3NO2S as an isolated structure.

Geometry as XYZ:
```
9
Properties=species:S:1:pos:R:3:forces:R:3
C 1.393 -0.480 0.178 -0.7 -0.2 0.0
C -0.514 0.347 -0.483 1.2 0.0 -3.3
N 0.200 -0.895 -0.313 -1.2 -0.2 -0.7
O 2.362 -1.071 0.536 1.7 -0.6 0.8
O -1.624 0.494 0.832 -0.6 0.5 1.8
S 0.984 1.233 -0.086 -0.3 1.3 -0.2
H -1.087 0.722 -1.418 1.1 -1.3 1.6
H -0.142 -1.806 -0.006 -0.4 0.4 -0.5
H -1.572 1.456 0.759 -0.8 0.2 0.5
```
Positions in Å, forces in eV/Å.

Properties
Relative energy (zero: lowest compared OMol25 entry of this formula, charge and spin): 75.02 kcal/mol
Net charge: 0
LUMO energy (alpha / beta): 0.1 / -4.2 eV
Multiplicity: 3
Expectation value of S²: 2.0252
E_HOMO (alpha / beta): -4.8235 / -10.2983 eV

***

Computed largest force on an atom, in the same sequence as the records: 4.16, 3.53, 2.48, 2.15, 2.57, 4.16, 7.27, 4.00, 5.96, 3.46 eV Å⁻¹.